This record from the Open Molecules 2025 dataset describes C19H19N3O4S in the gas phase at a distorted geometry. The level of theory is ωB97M-V/def2-TZVPD.

XYZ file:
```
46
Properties=species:S:1:pos:R:3:forces:R:3
N 3.692 2.761 -0.042 -2.1 -1.3 0.4
O -2.315 -1.577 4.142 0.9 0.1 -0.9
O 0.396 -0.324 -0.974 3.3 1.1 1.5
O -2.954 3.271 0.049 -0.8 0.0 -1.6
C 2.689 2.182 0.111 2.2 1.5 -0.5
O 2.647 -0.532 -0.424 -2.0 1.9 0.4
S -0.359 2.544 -4.307 -0.1 0.1 0.7
C -1.275 -1.818 3.521 -1.8 -0.8 1.3
C 1.443 0.141 -0.474 -2.7 -1.4 -1.0
C -2.056 3.006 0.802 -0.2 -0.3 -0.5
C 1.024 3.496 -3.888 -0.3 -0.3 1.4
C -0.734 2.158 -2.646 1.6 0.6 0.1
C 1.195 3.489 -2.522 -0.9 -1.2 -0.3
C 0.985 -0.810 2.917 0.5 1.9 -1.1
C -0.487 -0.763 2.898 -0.2 1.5 -0.7
C -1.169 0.290 2.287 2.2 -1.2 0.3
C 1.714 0.192 2.348 -1.4 -1.1 0.8
C 0.228 2.667 -1.795 -0.4 0.8 -0.7
N -2.022 3.627 1.992 2.0 -0.7 1.2
N -0.455 1.334 1.646 -1.0 -1.5 1.1
C -0.845 -3.283 3.427 -1.0 0.0 -1.7
C 3.853 -2.585 -0.151 -0.9 0.4 0.3
C 2.589 -1.924 -0.762 0.6 -0.8 -0.1
C 1.024 1.403 1.706 -0.2 -1.5 0.9
C 1.367 1.554 0.246 2.0 0.1 -1.2
C 0.264 2.543 -0.259 -0.4 -1.2 -1.7
C -0.998 1.942 0.413 0.0 0.5 1.2
H 1.668 4.020 -4.593 -0.5 -0.3 0.0
H -1.584 1.578 -2.337 -0.2 -0.1 -0.4
H 1.999 3.970 -2.023 0.6 0.5 0.3
H 1.550 -1.576 3.431 -0.3 -0.3 -0.1
H -2.268 0.203 2.304 0.6 0.7 -0.4
H 2.804 0.120 2.378 -0.4 0.4 -0.2
H -2.713 4.339 2.141 0.0 0.0 0.2
H -1.286 3.382 2.666 -0.9 0.5 -0.4
H 0.122 -3.420 3.848 0.8 -0.3 0.4
H -1.602 -3.923 3.890 0.3 0.4 0.3
H -0.829 -3.626 2.353 0.3 0.6 0.9
H 3.874 -3.637 -0.409 -0.1 -0.2 0.0
H 3.820 -2.502 0.957 0.0 0.0 -0.7
H 4.785 -2.154 -0.506 -0.1 0.3 -0.1
H 2.534 -2.006 -1.856 0.2 0.0 0.3
H 1.669 -2.379 -0.370 0.3 0.3 0.1
H 1.338 2.275 2.284 0.0 0.4 -0.3
H 0.496 3.536 0.123 0.0 -0.1 0.4
H -1.475 1.159 -0.198 0.2 0.5 0.1
```
Positions in Å, forces in eV/Å.

2S+1 = 1
Energy above the lowest of the compared OMol25 structures with the same formula, charge and spin = 66.2 kcal per mole
Frontier orbital gap = 0.304 Ha
DFT total energy = -43505.5382 eV
SMILES = CCOC(=O)[C@]1(C#N)[C@@H]2C=CC(C(C)=O)=CN2[C@@H](C(N)=O)[C@@H]1c1ccsc1

Want to see where the charge sits? The natural (NBO) charges in e are:
1 N -0.298
2 O -0.561
3 O -0.587
4 O -0.608
5 C 0.308
6 O -0.508
7 S 0.438
8 C 0.567
9 C 0.841
10 C 0.665
11 C -0.410
12 C -0.366
13 C -0.259
14 C -0.188
15 C -0.281
16 C 0.132
17 C -0.201
18 C -0.083
19 N -0.826
20 N -0.445
21 C -0.710
22 C -0.624
23 C -0.071
24 C -0.044
25 C -0.260
26 C -0.196
27 C -0.120
28 H 0.249
29 H 0.248
30 H 0.229
31 H 0.223
32 H 0.248
33 H 0.233
34 H 0.418
35 H 0.406
36 H 0.221
37 H 0.243
38 H 0.228
39 H 0.219
40 H 0.212
41 H 0.222
42 H 0.194
43 H 0.199
44 H 0.208
45 H 0.246
46 H 0.250